Entry 1:
BrNO5S | ωB97M-V/def2-TZVPD

Its LUMO energy (spin up / spin down) is -1.86 / -2.46 eV. The total charge is 0. For the HOMO energy (spin up / spin down), the calculation gives -10.19 / -10.28 eV. The value obtained for the relative energy (zero: lowest compared OMol25 entry of this formula, charge and spin) is 0.992 eV. For the HOMO-LUMO gap (spin up / spin down), the calculation gives 8.3 / 7.8 eV.

Atoms and positions in Å:
N  0.99589  -1.26814  -0.62120
O  0.54994  -1.78833  -1.57773
O  1.93514  -1.07731  0.06124
O  -0.88662  0.22405  1.76977
O  -1.99792  -0.39189  -0.31005
O  -0.38041  1.53072  -0.29776
S  -0.80767  0.06891  0.38606
Br  0.59165  2.70199  0.58967

Atoms 1-3, force components in eV/Å:
-2.61 1.77 1.36
1.50 -0.13 0.49
0.57 -1.01 -1.21


Entry 2:
C3H2N2O3 | ωB97M-V/def2-TZVPD

The structure (SMILES) is O=C1C=NC(=O)N1O. Its LUMO energy is -1.78 eV. The total charge is 0. For the HOMO energy, the calculation gives -10.63 eV. The value obtained for the relative energy (zero: lowest compared OMol25 entry of this formula, charge and spin) is 5.892 eV. For the HOMO-LUMO gap, the calculation gives 8.8 eV.

Atoms and positions in Å:
O  0.78083  -1.91375  1.01319
C  0.27726  -0.82225  0.62916
C  -1.04540  -0.38051  1.06394
N  -1.33275  0.84042  0.64392
C  -0.39605  0.97483  -0.59573
O  -0.39092  1.61472  -1.69256
N  0.58972  -0.00153  -0.30739
O  1.95947  0.26011  -0.64606
H  -1.94208  -0.77811  1.61526
H  1.49992  0.20608  -1.72374

Atoms 1-3, force components in eV/Å:
-0.63 3.52 -0.97
-0.07 -7.30 3.10
-3.54 3.98 0.26


Entry 3:
C7H17Br2NSi | ωB97M-V/def2-TZVPD

The structure (SMILES) is CC(C)N([SiH](Br)Br)C(C)(C)C. Its LUMO energy is 0.49 eV. The total charge is 0. For the HOMO energy, the calculation gives -8.26 eV. For the HOMO-LUMO gap, the calculation gives 8.7 eV.

Atoms and positions in Å:
C  -0.82274  1.05443  1.95501
C  0.02914  1.20802  0.63714
C  -0.01803  2.70177  0.16949
N  -0.30213  0.17874  -0.29487
Si  -2.31095  -0.28730  -0.66685
Br  -3.03340  -1.81361  0.87300
Br  -3.60134  1.43325  -0.40172
C  0.74206  -0.82480  -0.51926
C  1.06471  -1.69703  0.79021
C  0.22834  -1.91677  -1.40986
C  2.04292  -0.25509  -1.16177
H  -1.82437  0.79324  1.82364
H  -0.29799  0.38509  2.52095
H  -0.82780  1.96880  2.58261
H  0.94605  0.89052  1.04187
H  -0.27734  3.27002  1.01459
H  -0.75381  2.73586  -0.65166
H  1.00192  2.95682  -0.15956
H  -2.54325  -0.68377  -2.09409
H  1.29715  -0.97884  1.58151
H  0.14359  -2.31978  1.00856
H  2.00197  -2.08563  0.49585
H  -0.31104  -1.40613  -2.37322
H  -0.63691  -2.37515  -1.01137
H  1.01961  -2.69714  -1.81912
H  2.50045  0.49258  -0.43243
H  2.66453  -0.98621  -1.50063
H  1.87866  0.25811  -1.99800

Atoms 1-3, force components in eV/Å:
0.85 2.85 -0.83
-2.44 0.84 1.82
1.00 -2.49 -1.36


Entry 4:
C5H8 | ωB97M-V/def2-TZVPD

The structure (SMILES) is C=CC(=C)C. Its LUMO energy is 1.11 eV. The total charge is 0. For the HOMO energy, the calculation gives -9.01 eV. The value obtained for the relative energy (zero: lowest compared OMol25 entry of this formula, charge and spin) is 0.829 eV. For the HOMO-LUMO gap, the calculation gives 10.1 eV.

Atoms and positions in Å:
C  1.76470  -0.33333  -0.79562
C  0.44617  -0.47397  -0.87915
C  -0.54132  0.11334  0.10447
C  -1.85693  0.11144  -0.07390
C  0.14573  0.50849  1.41552
H  2.26061  0.12119  0.05518
H  2.41948  -0.72617  -1.55921
H  -0.05760  -0.94448  -1.69236
H  -2.50144  0.47666  0.72752
H  -2.37687  -0.08415  -1.00095
H  0.80313  1.35457  1.36251
H  0.65589  -0.38156  1.79446
H  -0.67627  0.70567  2.12178

Atoms 1-3, force components in eV/Å:
-0.01 -0.37 0.00
-1.13 1.36 0.67
2.19 -0.78 0.18


Entry 5:
C16H48AlO32S4Y | ωB97M-V/def2-TZVPD

Its LUMO energy is -0.15 eV. The total charge is -2. For the HOMO energy, the calculation gives -3.29 eV. For the HOMO-LUMO gap, the calculation gives 3.1 eV.

Atoms and positions in Å:
Y  -1.24855  -4.39483  0.34896
Al  -0.06229  0.30058  -0.55278
S  -3.76720  -4.43755  -1.00225
O  -4.50916  -4.88598  -2.22695
O  -2.70980  -3.54813  -1.16905
O  -4.60667  -3.99985  0.08945
O  -3.00996  -5.55543  -0.43436
S  -2.76320  -1.32947  1.87823
O  -2.08372  -0.12316  1.39915
O  -2.54425  -1.58291  3.29118
O  -4.16720  -1.19788  1.60731
O  -2.17979  -2.46634  1.10395
S  0.59136  -3.52497  -1.90672
O  0.10178  -4.76662  -1.33003
O  -0.06443  -2.55080  -0.98578
O  2.04865  -3.43174  -1.76817
O  0.25577  -3.28902  -3.30769
S  0.77531  -2.49105  2.43803
O  -0.01902  -2.28226  3.62964
O  2.13766  -2.71901  2.92366
O  0.24648  -3.64237  1.79130
O  0.82958  -1.38640  1.48272
C  4.18534  -1.19710  -0.52443
C  4.56315  -2.69306  -0.21403
O  5.93327  -2.77586  0.18602
O  2.87303  -1.01076  -0.98746
H  4.99333  -0.85870  -1.17308
H  4.38384  -0.60606  0.36964
H  4.49991  -3.28560  -1.12671
H  3.97901  -3.23530  0.52951
H  5.97559  -2.60625  1.12996
H  2.77218  -1.93644  -1.22100
C  4.43742  -0.84179  3.87645
C  5.67955  -1.54599  3.40710
O  5.60882  -2.89041  3.18995
O  3.51699  -0.36487  2.87633
H  4.82511  0.03162  4.40083
H  3.83387  -1.45778  4.54308
H  6.35810  -1.57627  4.25960
H  6.15615  -1.06638  2.55216
H  4.69987  -3.19768  3.15832
H  2.88954  -1.08747  2.80040
C  -0.67463  -0.41375  -4.68862
C  -1.11724  -1.44629  -5.69954
O  -0.28788  -2.55333  -5.87016
O  -0.51316  -0.90501  -3.36206
H  -1.47307  0.32103  -4.58526
H  0.29368  0.00726  -4.95919
H  -1.10131  -0.99606  -6.69208
H  -2.05930  -1.96173  -5.51256
H  -0.13545  -3.13099  -5.11870
H  -0.27539  -1.83508  -3.35569
C  2.96664  3.38904  3.11818
C  1.70274  2.55921  2.69048
O  1.95775  1.46363  1.72057
O  3.64559  3.89958  1.98701
H  3.50812  2.65200  3.71119
H  2.70789  4.30932  3.64185
H  0.96851  3.20509  2.20898
H  1.29050  2.28563  3.66171
H  2.53758  0.84802  2.17490
H  3.58810  4.85366  1.89750
C  2.48158  2.10040  -2.68606
C  1.99561  3.32855  -1.93024
O  1.49049  2.95391  -0.61415
O  1.71336  0.88218  -2.88128
H  3.34630  1.76031  -2.11625
H  2.88015  2.52230  -3.60869
H  1.19979  3.86678  -2.44509
H  2.73447  4.12783  -1.87244
H  2.13749  3.06246  0.08671
H  2.21876  0.31951  -3.47252
C  -1.85871  3.40354  -1.87298
C  -1.62542  3.87020  -0.41894
O  -1.55261  2.74590  0.34464
O  -1.10434  2.36983  -2.34198
H  -1.91841  4.30996  -2.47544
H  -2.90817  3.12349  -1.96416
H  -2.33570  4.49881  0.11814
H  -0.69868  4.43910  -0.34405
H  -2.06616  2.77922  1.15505
H  -0.76958  2.54891  -3.22373
C  -4.87743  3.21743  3.91349
C  -4.43846  2.03081  3.03702
O  -3.56090  2.25629  2.01081
O  -4.32376  3.37361  5.17277
H  -5.93273  2.95298  3.98066
H  -4.75911  4.07950  3.25703
H  -5.26252  1.42845  2.65469
H  -3.92039  1.23651  3.57440
H  -3.47655  1.44580  1.50328
H  -5.00655  3.09577  5.78775
C  -4.72056  0.30199  -2.02735
C  -4.08074  -1.10858  -1.97703
O  -2.70259  -1.09169  -1.76778
O  -4.85067  0.97602  -0.82726
H  -5.72976  0.15143  -2.41069
H  -4.29068  1.00988  -2.73600
H  -4.42213  -1.68124  -2.83936
H  -4.41621  -1.66226  -1.10010
H  -2.42540  -1.96787  -2.04542
H  -5.10818  1.89811  -0.89836

Atoms 1-3, force components in eV/Å:
-0.68 2.12 -1.26
-0.37 -1.51 0.50
-7.77 -4.27 -0.75


Entry 6:
C16H19N2O9V | ωB97M-V/def2-TZVPD

Its LUMO energy (spin up / spin down) is 1.34 / 1.34 eV. The total charge is -1. For the HOMO energy (spin up / spin down), the calculation gives -5.29 / -5.29 eV. For the HOMO-LUMO gap (spin up / spin down), the calculation gives 6.6 / 6.6 eV. As for the spin multiplicity: 2.

Atoms and positions in Å:
O  -0.81430  2.45132  -0.28027
V  -1.43103  2.31134  -1.79477
O  -1.47670  3.74032  -2.52475
O  -3.58857  1.69051  -1.69849
C  -4.19368  1.46692  -0.43253
C  -5.24042  0.13924  -0.29795
O  -5.37819  -1.03359  -1.13606
H  -4.64169  2.43633  -0.21431
H  -3.49598  1.35494  0.39741
H  -6.24676  0.53109  -0.15019
H  -4.99580  -0.29925  0.66952
C  1.90108  1.30531  -2.85291
C  0.73084  0.33279  -3.13744
O  -0.62108  0.74300  -3.19833
H  1.75673  2.14215  -3.53626
H  2.83962  0.76596  -2.98062
H  1.85665  1.71164  -1.84244
H  0.75391  -0.43837  -2.36744
H  1.04416  -0.18969  -4.04129
C  -2.00659  -4.24201  3.15184
C  -1.57680  -3.02516  3.59404
C  -1.27614  -1.93634  2.67397
C  -1.55718  -2.14908  1.34937
C  -1.88346  -3.45774  0.87419
C  -2.14806  -4.46552  1.78789
N  -1.39412  -1.03650  0.40359
O  -0.81248  -0.00204  0.86786
O  -1.83585  -1.08842  -0.75607
H  -2.24122  -4.94962  3.93327
H  -1.55450  -2.89439  4.66586
H  -0.93208  -0.98416  3.04995
H  -2.01245  -3.63470  -0.18337
H  -2.43232  -5.41317  1.35483
C  2.05677  1.14814  0.85737
C  2.77380  0.03621  0.42035
C  4.04031  0.17012  -0.07437
C  4.77074  1.35765  0.03757
C  4.08860  2.51965  0.54647
C  2.77545  2.34493  1.06013
N  6.19268  1.35299  -0.35738
O  6.88382  0.31060  -0.44363
O  6.74295  2.45462  -0.65106
H  1.01445  1.19934  1.13547
H  2.07309  -0.77551  0.29175
H  4.65143  -0.64152  -0.44070
H  4.55442  3.48307  0.69212
H  2.28597  3.15658  1.57785

Atoms 1-3, force components in eV/Å:
-0.73 0.14 -2.58
-1.70 -1.63 -0.45
0.36 -1.36 0.91


Entry 7:
C19H26I2N2O3PrS2SeY | ωB97M-V/def2-TZVPD

Its LUMO energy (spin up / spin down) is -14.27 / -14.20 eV. The total charge is +4. For the HOMO energy (spin up / spin down), the calculation gives -18.74 / -18.74 eV. For the HOMO-LUMO gap (spin up / spin down), the calculation gives 4.5 / 4.5 eV. As for the spin multiplicity: 3.

Atoms and positions in Å:
I  4.05655  1.09460  -1.76603
I  4.83145  -1.40078  -2.70332
Pr  1.28113  -3.05640  -1.45948
Y  0.26851  -0.36082  -0.06905
S  1.02325  -0.85169  -2.76894
S  2.52065  -1.61667  0.29166
C  -1.46065  0.64445  -1.00387
C  -0.23504  -0.95704  -4.02743
C  2.51230  -2.30204  1.92681
C  0.46192  -1.74669  -5.13861
C  -1.58505  -1.53103  -3.63655
C  -0.26158  0.55015  -4.29799
C  3.65300  -3.30672  1.77426
C  1.22661  -2.90177  2.46636
C  2.94729  -1.01962  2.63690
C  0.06498  -4.45609  -2.94762
C  1.33699  -5.08009  -0.18206
O  -2.39146  1.30537  -1.30098
O  -0.41599  -5.14197  -3.70139
O  1.45433  -6.05547  0.36915
H  0.54115  -2.81143  -4.89560
H  1.46813  -1.34702  -5.31540
H  -0.15241  -1.61569  -6.02187
H  -1.53654  -2.60495  -3.39716
H  -2.21254  -1.39956  -4.53108
H  -2.04638  -0.98684  -2.80001
H  -0.68930  1.09746  -3.45653
H  -0.87183  0.67731  -5.17454
H  0.75501  0.91470  -4.48147
H  3.90521  -3.59376  2.78442
H  4.51085  -2.83132  1.28497
H  3.34692  -4.18107  1.19542
H  1.48137  -3.20140  3.49426
H  0.90514  -3.79644  1.91091
H  0.39351  -2.17875  2.50948
H  3.18856  -1.30803  3.64279
H  2.13394  -0.27466  2.64801
H  3.80188  -0.56791  2.12243
C  -0.90389  2.08445  4.10779
N  -1.20614  2.69074  2.81526
C  -0.46501  2.48794  1.67762
Se  1.15059  1.51951  1.51801
N  -1.04843  3.25228  0.70320
C  -2.14331  3.93913  1.20539
C  -3.01461  4.81961  0.58210
C  -4.01839  5.34491  1.38876
C  -4.13345  4.99220  2.75828
C  -3.24904  4.10206  3.36156
C  -2.24977  3.58231  2.53736
H  -1.62674  2.40363  4.86462
H  0.10189  2.37145  4.45515
H  -0.93706  0.98552  4.04520
H  -0.69737  3.32810  -0.24241
H  -2.85356  5.04585  -0.48381
H  -4.71385  6.03426  0.95551
H  -4.91745  5.42033  3.35119
H  -3.28629  3.79541  4.41837

Atoms 1-3, force components in eV/Å:
0.40 -1.00 -0.40
-0.53 0.85 0.42
3.76 1.93 -1.65